1.
This record from OMol25 describes a molecular structure, C15H11AuCl2N2S in a non-equilibrium geometry. The level of theory is ωB97M-V/def2-TZVPD.

XYZ file:
```
32
Properties=species:S:1:pos:R:3:forces:R:3
Au 1.315534 0.789938 1.152238 0.21 -0.41 -0.48
S -1.356266 -3.535762 0.845438 -0.11 0.41 0.06
C -0.112566 -2.323962 0.928938 -0.23 -0.42 -0.08
N -0.506066 -1.121662 1.106938 0.66 0.64 0.17
C -1.864166 -1.029062 1.177638 -0.89 -0.59 -0.01
C -2.587966 0.148938 1.332538 -0.01 -0.12 0.03
C -3.961366 0.076438 1.398338 0.03 0.08 -0.01
C -4.617766 -1.151462 1.303138 -0.06 -0.23 0.04
C -3.915366 -2.331962 1.144838 -0.19 -0.05 -0.02
C -2.532766 -2.267362 1.071238 0.40 0.23 0.00
H 0.922334 -2.583062 0.811938 0.29 -0.13 0.01
H -2.052466 1.081338 1.391738 0.05 0.23 0.06
H -4.543266 0.976038 1.532837 -0.03 0.08 -0.01
H -5.696766 -1.183362 1.361938 -0.03 -0.01 0.00
H -4.425666 -3.281962 1.082038 -0.09 -0.02 -0.03
N 5.726234 -1.169162 -4.469262 0.13 -0.11 -0.25
C 4.996634 -0.912962 -3.621162 0.46 -0.18 -0.56
C 4.138634 -0.568562 -2.556462 -0.55 0.22 0.71
C 4.258434 -1.215762 -1.328063 0.04 0.05 -0.19
C 3.478334 -0.813762 -0.261663 -0.13 0.01 0.38
C 2.559134 0.232438 -0.374862 0.08 0.18 0.09
C 2.433234 0.836838 -1.627362 -0.26 0.24 0.14
C 3.203034 0.453138 -2.705962 0.15 -0.11 -0.04
H 4.974634 -2.018062 -1.217262 0.04 -0.01 0.02
H 3.605334 -1.319562 0.686738 0.02 0.00 0.03
H 1.723234 1.641738 -1.762862 -0.01 0.02 -0.02
H 3.094734 0.949338 -3.660062 0.03 0.02 -0.04
Cl -2.240366 4.483138 2.625238 -0.04 -0.01 -0.03
C -1.727566 4.403638 0.937038 0.07 -0.01 -0.01
Cl -0.274466 3.385238 0.741038 -0.11 0.17 -0.06
H -1.488566 5.413038 0.602737 -0.01 -0.25 0.03
H -2.526066 3.956238 0.350437 0.10 0.09 0.06
```
Positions in Å, forces in eV/Å.

## Properties
Orbital gap (eV): 8.24
E_HOMO (hartree): -0.3117
Energy relative to the best compared isomer or geometry (same formula, charge and spin) (kJ/mol): 28.5



2.
This record from OMol25 describes a molecular structure, C15H11Cl2ErNO3PmS in a non-equilibrium geometry. The level of theory is ωB97M-V/def2-TZVPD.

XYZ file:
```
35
Properties=species:S:1:pos:R:3:forces:R:3
Er -1.659574 -0.142752 -4.977314 1.75 1.14 1.58
Pm 0.604322 -1.635658 -0.772675 -3.14 -0.35 -3.48
Cl -2.705785 1.188678 -3.245787 0.56 -0.70 -0.67
Cl -0.116257 -1.955801 -3.500998 -0.51 0.78 -0.23
C -1.101796 -3.702960 -0.512854 -3.43 -3.71 -0.49
C -3.815406 0.131915 -5.930510 -6.91 1.06 -1.91
C -2.747166 -2.147566 -5.569661 -3.45 -6.75 -1.70
O -1.874536 -4.545070 -0.637055 3.11 3.35 0.58
O -4.938789 0.209942 -6.201563 5.51 -0.37 1.26
O -3.324212 -3.110332 -5.865025 2.94 4.92 1.48
N -0.207086 0.508560 -0.709369 0.60 -1.32 0.04
S 0.997395 1.386507 -0.034221 0.26 1.38 2.19
C 0.312528 2.175988 1.413471 0.28 0.79 0.10
C 1.088636 3.196980 1.999406 0.18 -0.35 -0.16
C 0.692188 3.728932 3.225661 0.14 0.06 -0.15
C -0.486895 3.290643 3.835872 0.11 -0.09 -0.13
C -1.294854 2.347018 3.195827 -0.05 -0.16 -0.37
C -0.915481 1.809356 1.957985 -0.09 -0.41 0.36
C 1.870761 -0.089700 0.727502 -0.31 -0.12 -0.69
C 1.157199 -0.904033 1.637832 0.89 0.17 0.49
C 1.391132 -2.297473 1.661757 0.28 0.41 0.59
C 2.314423 -2.869694 0.769863 0.53 -0.05 0.25
C 3.100051 -2.041394 -0.061395 0.48 0.07 0.35
C 2.896974 -0.647748 -0.073735 0.11 0.35 0.49
H -0.876924 1.083727 -1.228080 0.25 -0.05 0.06
H 1.995693 3.540614 1.499324 -0.13 -0.01 0.26
H 1.315005 4.486433 3.707827 -0.25 -0.22 -0.21
H -0.778534 3.693502 4.808500 0.07 -0.13 -0.34
H -2.222934 2.014658 3.661780 0.20 0.18 -0.19
H -1.541830 1.095014 1.426270 -0.03 0.10 0.28
H 0.426512 -0.442335 2.292974 -0.26 -0.03 -0.06
H 0.805207 -2.929208 2.332027 0.18 0.11 -0.07
H 2.385345 -3.958284 0.680274 0.18 0.27 0.18
H 3.815626 -2.483104 -0.754502 0.02 0.02 0.19
H 3.439064 0.014644 -0.759406 -0.07 -0.35 0.10
```
Positions in Å, forces in eV/Å.

## Properties
Orbital gap (spin up / spin down) (eV): 5.55 / 5.70
E_HOMO (spin up / spin down) (hartree): -0.7270 / -0.7270
Net charge: +4
Spin multiplicity: 8



3.
This record from OMol25 describes C15H11Cl4NO4S in the gas phase in a non-equilibrium geometry. The level of theory is ωB97M-V/def2-TZVPD.

XYZ file:
```
36
Properties=species:S:1:pos:R:3:forces:R:3
Cl -3.531653 4.916005 1.863274 -0.07 0.30 0.05
C -2.743783 3.489009 1.368211 -0.03 -1.59 -0.30
C -3.462095 2.290010 1.281379 1.33 0.56 -0.74
Cl -5.113751 2.200376 1.654380 -0.56 0.04 0.20
C -2.816988 1.031631 0.952046 0.86 0.36 0.56
O -3.407200 -0.058306 1.082028 0.14 -0.12 -0.17
C -1.352458 1.074451 0.710370 -3.43 4.30 3.80
O -0.693918 -0.017143 1.315521 -0.49 -0.81 -4.80
C -0.694821 2.312729 0.709783 -0.83 0.89 1.16
Cl 1.012243 2.344606 0.491088 0.25 0.22 0.12
C -1.356555 3.497268 1.075531 0.05 -0.89 -0.58
Cl -0.458835 4.938732 1.225960 0.18 0.63 -0.11
C -2.841023 -1.842793 -1.067799 -0.33 -0.16 -0.03
S -1.201294 -2.194686 -0.474742 -0.12 -0.52 0.26
C -0.516422 -2.864868 -2.016589 0.37 0.22 0.21
C -0.404347 -0.271358 -0.059886 2.14 -3.29 -0.38
C 1.054910 -0.564322 -0.141118 1.86 -0.62 -0.60
C 1.879231 -0.213243 -1.243528 -0.47 -0.23 0.77
C 3.264207 -0.147202 -1.080073 -0.30 -0.57 0.55
C 3.830670 -0.550502 0.144886 -2.09 0.52 -0.57
N 5.127859 -0.092309 0.504721 3.55 0.80 1.27
O 5.526992 -0.338963 1.668264 -0.87 0.30 -2.19
O 5.812333 0.569835 -0.303889 -1.60 -1.32 1.09
C 3.033993 -1.152762 1.121400 0.35 -0.29 0.07
C 1.664656 -1.206995 0.957190 -0.54 0.26 -0.33
H -3.382681 -1.393658 -0.230503 0.05 0.10 -0.10
H -2.795840 -1.153862 -1.914549 -0.05 -0.11 0.02
H -3.286421 -2.802084 -1.347235 0.04 0.20 -0.08
H 0.443129 -3.342651 -1.799315 -0.17 0.18 -0.03
H -1.220426 -3.621166 -2.380753 0.12 0.24 0.13
H -0.387011 -2.075549 -2.762679 -0.05 -0.11 0.07
H -0.799472 0.213175 -0.984182 -0.06 -0.67 0.87
H 1.402558 0.051832 -2.191138 0.29 0.31 0.33
H 3.896479 0.228840 -1.861781 0.16 0.16 -0.13
H 3.482151 -1.546296 2.031137 -0.01 0.19 -0.26
H 1.035587 -1.707773 1.702584 0.32 0.51 -0.13
```
Positions in Å, forces in eV/Å.

## Properties
Orbital gap (eV): 5.47
E_HOMO (hartree): -0.2646
Energy relative to the best compared isomer or geometry (same formula, charge and spin) (kJ/mol): 211.4



4.
This record from OMol25 describes a molecular structure, C15H11Cl5CoF5I. The level of theory is ωB97M-V/def2-TZVPD.

XYZ file:
```
38
Properties=species:S:1:pos:R:3:forces:R:3
Co -0.838042 0.841511 0.150849 0.75 0.36 -0.46
C 4.365067 0.030617 -1.202761 -0.01 0.01 -0.01
C 3.847649 0.744195 0.053401 -0.04 0.03 -0.03
C 4.344162 2.195875 0.055495 0.02 0.01 0.01
C 4.376503 0.020347 1.298188 -0.01 0.01 0.03
C 2.375070 0.735352 0.060860 0.04 -0.11 0.00
C 1.158690 0.732116 0.075890 -0.10 -0.02 0.04
H 5.459299 0.018273 -1.211802 0.00 0.01 0.00
H 4.012829 0.539500 -2.100793 0.00 0.00 0.00
H 4.002170 -0.997485 -1.234113 0.00 0.00 0.01
H 5.438323 2.226140 0.068306 0.00 0.00 -0.01
H 3.965714 2.726291 0.930105 0.00 0.00 0.00
H 3.986520 2.721651 -0.830456 0.00 0.00 0.00
H 5.470815 0.023071 1.305641 0.00 0.00 0.00
H 4.028221 -1.013135 1.315541 0.00 0.00 0.00
H 4.019295 0.512169 2.203961 0.00 0.00 0.00
I 0.098103 4.270867 0.100024 0.10 0.04 0.03
C -1.436586 2.784277 -0.154560 -0.46 -0.24 0.05
H -1.784392 2.954456 -1.175616 0.05 0.01 -0.02
H -2.225723 3.152095 0.505229 -0.01 0.01 -0.02
Cl -1.178881 -0.687603 2.311202 -0.09 -0.21 0.13
C -1.396408 -1.738432 0.907381 -0.03 0.02 0.14
C -1.483688 -1.080148 -0.304353 -0.07 0.12 0.21
C -1.641318 -1.901347 -1.403948 -0.06 0.12 -0.20
Cl -1.781557 -1.148868 -2.977968 0.02 -0.05 0.10
C -1.690989 -3.290088 -1.314116 -0.04 -0.03 -0.06
Cl -1.884984 -4.270847 -2.726199 0.01 0.02 0.04
C -1.585781 -3.899500 -0.063819 0.01 -0.04 0.02
Cl -1.641847 -5.620013 0.076984 -0.01 0.01 0.00
C -1.436695 -3.113827 1.076236 -0.03 -0.01 0.03
Cl -1.318597 -3.837223 2.640325 0.01 0.01 -0.04
F -4.170319 1.217617 -1.106518 0.07 -0.04 0.04
C -4.627894 1.313442 0.119456 -0.16 -0.01 0.12
F -3.731287 1.016947 1.039607 -0.21 -0.02 -0.13
C -5.964882 0.619516 0.329369 0.35 -0.04 -0.04
F -6.459285 0.916001 1.531358 -0.01 0.00 0.05
F -5.831213 -0.716074 0.253883 -0.10 0.03 0.01
F -6.838080 1.002266 -0.602280 -0.01 0.01 -0.03
```
Positions in Å, forces in eV/Å.

## Properties
Orbital gap (spin up / spin down) (eV): 7.40 / 6.59
E_HOMO (spin up / spin down) (hartree): -0.1811 / -0.1894
Net charge: -1
Spin multiplicity: 5
Energy relative to the best compared isomer or geometry (same formula, charge and spin) (kJ/mol): 5.3